Density functional theory data (ωB97M-V with the def2-TZVPD basis set) for an isolated ion of composition C4H7O and charge +1 in a non-equilibrium geometry.

M ... 71.10 g/mol
DFT total energy ... -231.45453 Ha
Strongest force on any atom ... 3.05 eV/A
HOMO energy ... -0.577 Eh
Gap between HOMO and LUMO ... 10.26 eV
LUMO level ... -5.4 eV
Energy relative to the best compared isomer or geometry (same formula, charge and spin) ... 27.8 kcal/mol

```
! RIJCOSX wB97M-V def2-TZVPD def2/J DEFGRID3
* xyz 1 1
C -0.88 -0.81 1.09
C 1.81 -0.87 -0.51
C -0.71 -0.02 0.04
C -0.87 1.41 -0.45
O 0.80 -0.28 -0.84
H -0.35 -1.71 1.22
H -1.73 -0.73 1.75
H 2.78 -0.84 -1.15
H 1.89 -1.38 0.58
H -0.83 1.44 -1.58
H -1.88 1.68 -0.02
H -0.02 2.12 -0.13
*
```

Density functional theory data (ωB97M-V with the def2-TZVPD basis set) for C4H7O as an isolated structure in a non-equilibrium geometry.

M ... 71.10 g/mol
DFT total energy ... -231.36526 Ha
Strongest force on any atom ... 5.26 eV/A
HOMO energy ... -0.570 Eh
Gap between HOMO and LUMO ... 11.40 eV
LUMO level ... -4.1 eV
Energy relative to the best compared isomer or geometry (same formula, charge and spin) ... 83.8 kcal/mol

```
! RIJCOSX wB97M-V def2-TZVPD def2/J DEFGRID3
* xyz 1 1
C -0.65 0.63 -1.59
C -0.84 1.02 -0.34
C -0.23 -0.71 -1.10
C 0.60 -0.23 1.35
O -0.54 -0.30 0.28
H -1.07 0.93 -2.57
H -1.14 2.45 0.23
H -0.98 -1.52 -1.21
H 0.79 -1.04 -1.50
H 0.87 -1.30 1.64
H 1.40 0.47 0.91
H 0.22 0.22 2.18
*
```

Density functional theory data (ωB97M-V with the def2-TZVPD basis set) for a 3-piece molecular cluster, C4H7O2P overall in a non-equilibrium geometry.

M ... 118.07 g/mol
DFT total energy ... -648.26590 Ha
Strongest force on any atom ... 5.73 eV/A
HOMO energy ... -0.336 Eh
SMILES ... C#CC=O.C=P.O
Gap between HOMO and LUMO ... 8.78 eV
LUMO level ... -0.3 eV
Energy relative to the best compared isomer or geometry (same formula, charge and spin) ... 123.4 kcal/mol

```
! RIJCOSX wB97M-V def2-TZVPD def2/J DEFGRID3
* xyz 0 1
C 2.32 -2.05 -0.63
C 1.99 -1.17 0.13
C 1.54 -0.13 0.98
O 0.41 -0.05 1.29
H 2.86 -2.74 -1.29
H 2.38 0.59 1.16
C -1.30 -0.92 -1.08
P -2.10 -0.53 0.37
H -0.36 -1.46 -1.14
H -1.68 -0.37 -1.97
H -2.85 0.53 -0.28
O -0.99 3.00 1.08
H -1.51 3.26 0.41
H -0.71 2.04 0.96
*
```